1.
Below is a 2-piece molecular cluster, C3H11N4 overall at a distorted geometry, with properties calculated with ωB97M-V/def2-TZVPD.

Summary:
* ΔE to the lowest compared entry with this formula, charge and spin: 177.2 kcal/mol
* 2S+1: 2
* LUMO energy (alpha / beta): -11.421 / -12.912 eV
* charge: +2
* <S²>: 0.7618
* HOMO (alpha / beta): -19.76 / -19.76 eV
* energy: -9224.23114 eV

Geometry as XYZ:
```
18
Properties=species:S:1:pos:R:3:lowdin_spin:R:1
N 0.7476 0.9672 1.6106 0.01
C 1.1315 0.7411 0.2798 0.00
N 2.5606 0.7601 0.2440 0.00
N 0.4170 1.8065 -0.9174 0.00
H 1.2162 1.7641 2.0271 0.00
H -0.0945 1.3950 1.1881 0.00
H 2.8252 1.7472 0.3355 0.00
H 2.7981 0.2160 1.0763 0.00
H 1.3295 1.6985 -1.3856 0.00
H -0.1550 1.0732 -1.3440 0.00
C -2.4045 -0.8352 0.2197 0.09
C -0.7090 -2.1310 -0.8758 0.07
N -1.9324 -1.8195 -0.8004 0.73
H -1.6295 -0.3782 0.8271 0.03
H -3.0857 -1.4120 0.8571 0.00
H -3.0182 -0.0760 -0.2744 0.01
H -0.3303 -2.7826 -1.6767 0.03
H 0.0494 -1.8283 -0.1633 0.04
```

---

2.
Below is C3H11N6 as an isolated structure at a distorted geometry, with properties calculated with ωB97M-V/def2-TZVPD.

Summary:
* ΔE to the lowest compared entry with this formula, charge and spin: 91.6 kcal/mol
* 2S+1: 1
* LUMO energy: -4.593 eV
* charge: +1
* HOMO: -12.17 eV
* energy: -12218.82473 eV

Geometry as XYZ:
```
20
Properties=species:S:1:pos:R:3:nbo_charge:R:1
C -0.6704 -0.1509 -0.0692 0.48
C -0.2598 -1.2867 0.6502 0.16
C 0.8672 1.8906 0.5057 -0.45
N 0.8332 0.9350 -0.5488 -0.23
N -1.2008 -1.7630 1.4002 -0.21
N -1.8262 0.4152 -0.1564 -0.70
N 0.9840 -1.6780 0.3362 -0.80
N -1.0907 -2.8015 2.2661 -0.58
N 0.9511 1.3066 -1.8390 -0.59
H -0.1101 1.7597 1.0969 0.21
H 1.6697 1.5796 1.1392 0.23
H 0.8991 2.8992 0.2544 0.22
H -2.6805 0.1387 0.4704 0.44
H -2.0804 1.1939 -0.7117 0.42
H 1.4587 -0.9955 -0.1443 0.42
H 1.4633 -2.3880 0.9017 0.41
H -0.1499 -3.1976 2.4516 0.37
H -1.7993 -2.6822 2.9891 0.41
H 0.4383 2.1631 -2.1890 0.36
H 1.0314 0.4493 -2.3901 0.40
```

---

3.
Below is an isolated ion of composition C3H11N7 and charge +2 at a distorted geometry, with properties calculated with ωB97M-V/def2-TZVPD.

Summary:
* ΔE to the lowest compared entry with this formula, charge and spin: 26.4 kcal/mol
* 2S+1: 1
* LUMO energy: -8.438 eV
* SMILES: [H]/N=N/C(N)=[N+](C)/C(N)=N\[NH3+]
* charge: +2
* HOMO: -17.93 eV
* energy: -13699.42275 eV

Geometry as XYZ:
```
21
Properties=species:S:1:pos:R:3:nbo_charge:R:1
H -4.4406 -0.4992 0.3910 0.42
N -3.6136 0.1519 0.0061 -0.24
N -2.5860 -0.4508 -0.0076 -0.13
C -1.4018 0.5183 -0.2907 0.63
N -1.7884 1.6264 -0.8032 -0.69
N -0.2733 0.0555 0.1485 -0.42
C -0.2990 -1.2855 0.6550 -0.43
C 0.9795 0.7564 0.1507 0.61
N 1.0554 2.0378 0.4702 -0.73
N 2.0967 0.2493 -0.2374 -0.35
N 2.2362 -1.1148 -0.6083 -0.57
H -2.8438 1.5652 -1.0169 0.47
H -1.1735 2.4565 -0.9115 0.46
H 0.6903 -1.5674 1.0595 0.21
H -0.1889 -2.0250 -0.1603 0.21
H -1.1765 -1.5510 1.2821 0.30
H 1.8748 2.5364 0.1808 0.46
H 0.3654 2.4493 0.9728 0.41
H 3.0720 -1.1844 -1.2965 0.49
H 1.6123 -1.5045 -1.4202 0.43
H 2.2527 -1.8146 0.1778 0.46
```

---

4.
Below is a 2-piece molecular cluster, C3H11NO overall at a distorted geometry, with properties calculated with ωB97M-V/def2-TZVPD.

Summary:
* ΔE to the lowest compared entry with this formula, charge and spin: 26.1 kcal/mol
* 2S+1: 1
* LUMO energy: 0.770 eV
* SMILES: CCCN.O
* charge: 0
* HOMO: -8.63 eV
* energy: -6826.11425 eV

Geometry as XYZ:
```
16
Properties=species:S:1:pos:R:3:nbo_charge:R:1
C 0.2015 -0.2700 -1.4643 -0.61
C -0.5295 -1.1186 -0.3770 -0.41
C -0.4098 -0.3723 1.0340 -0.22
N 0.6574 -1.0073 1.8038 -0.86
H 0.3091 -0.8903 -2.3484 0.20
H 1.1216 0.0901 -1.0019 0.20
H -0.3824 0.6078 -1.6729 0.23
H -1.5850 -1.0717 -0.6594 0.19
H -0.1998 -2.1488 -0.2409 0.19
H -1.3837 -0.3637 1.5070 0.19
H -0.0912 0.6248 0.7478 0.17
H 1.3458 -1.4099 1.1996 0.36
H 0.3434 -1.6615 2.4984 0.36
O 0.0508 2.3439 -0.8407 -0.95
H 0.4817 3.2041 -0.9199 0.48
H -0.5633 2.3863 -0.0993 0.48
```

---

5.
Below is a 3-piece molecular cluster, C3H11NO2 overall at a distorted geometry, with properties calculated with ωB97M-V/def2-TZVPD.

Summary:
* ΔE to the lowest compared entry with this formula, charge and spin: 139.7 kcal/mol
* 2S+1: 1
* LUMO energy (alpha / beta): 0.756 / -0.246 eV
* charge: 0
* HOMO (alpha / beta): -9.36 / -7.48 eV
* energy: -8868.42948 eV

Geometry as XYZ:
```
17
Properties=species:S:1:pos:R:3:nbo_charge:R:1
C 2.3109 -0.2396 -0.4799 -0.31
C 2.9359 0.5223 0.6360 -0.68
O 0.2116 -0.7057 0.2482 -0.93
H -0.6475 -0.2927 0.4661 0.46
H 2.3355 0.2501 -1.4508 0.16
H 2.6046 -1.2800 -0.5822 0.18
H 2.7798 0.0174 1.5923 0.22
H 2.5456 1.5409 0.7079 0.20
H 4.0247 0.6390 0.5111 0.21
C -2.8954 -0.5558 -0.7682 -0.50
N -2.1257 0.4761 -0.1101 -0.06
O -2.7888 0.6373 1.1115 -0.55
H -2.4190 1.4406 1.5065 0.48
H 0.4574 0.0680 -0.5556 0.48
H -2.9813 -1.4669 -0.1633 0.22
H -2.4133 -0.7981 -1.7136 0.22
H -3.9349 -0.2527 -0.9561 0.21
```

---

6.
Below is a 2-piece molecular cluster, C3H11NO2 overall at a distorted geometry, with properties calculated with ωB97M-V/def2-TZVPD.

Summary:
* ΔE to the lowest compared entry with this formula, charge and spin: 13.3 kcal/mol
* 2S+1: 1
* LUMO energy: 0.860 eV
* SMILES: C[C@H](O)CN.O
* charge: 0
* HOMO: -9.51 eV
* energy: -8873.91309 eV

Geometry as XYZ:
```
17
Properties=species:S:1:pos:R:3:nbo_charge:R:1
C -0.9417 1.3751 0.9986 -0.64
C -0.6546 0.7101 -0.2961 0.08
O -0.8903 -0.7123 -0.2435 -0.76
C 0.8599 0.7440 -0.6687 -0.24
N 1.0599 -0.0173 -1.9498 -0.86
H -0.7138 0.8548 1.9414 0.22
H -0.5914 2.3946 1.0705 0.22
H -2.0170 1.5494 1.1562 0.22
H -1.1816 1.2557 -1.0906 0.18
H -1.1193 -1.0329 -1.1221 0.49
H 1.1301 1.7910 -0.8109 0.18
H 1.4873 0.1883 -0.0031 0.20
H 1.2375 -0.9663 -1.6266 0.36
H 1.8408 0.3291 -2.4810 0.37
O 0.4686 -1.8405 1.8515 -0.97
H -0.2005 -1.4484 2.4216 0.46
H 0.1966 -1.6879 0.9303 0.49
```

---

7.
Below is a 3-piece molecular cluster, C3H11NO2 overall at a distorted geometry, with properties calculated with ωB97M-V/def2-TZVPD.

Summary:
* ΔE to the lowest compared entry with this formula, charge and spin: 49.4 kcal/mol
* 2S+1: 1
* LUMO energy: 0.953 eV
* SMILES: C=CCN.O.O
* charge: 0
* HOMO: -9.09 eV
* energy: -8872.34858 eV

Geometry as XYZ:
```
17
Properties=species:S:1:pos:R:3:nbo_charge:R:1
C -1.1830 3.3531 0.0910 -0.40
C 0.1225 3.2468 -0.1856 -0.19
C 0.6753 3.0332 -1.5497 -0.28
N 0.5811 4.2002 -2.4543 -0.81
H -1.4254 3.4527 1.1349 0.20
H -1.8320 3.7706 -0.6775 0.20
H 0.7857 3.6484 0.5599 0.20
H 1.7899 2.9051 -1.5127 0.20
H 0.3602 2.0795 -2.0638 0.20
H 1.2937 4.8353 -2.0667 0.34
H -0.1911 4.8447 -2.2870 0.35
O 2.4564 -4.8098 4.0273 -0.93
H 2.5670 -3.8509 4.0535 0.46
H 3.3742 -5.1003 4.0573 0.47
O -2.8966 -6.5663 -0.6886 -0.92
H -2.6077 -6.0410 0.0675 0.46
H -2.0202 -6.7985 -1.0196 0.46
```

---

8.
Below is a 2-piece molecular cluster, C3H11NO2 overall at a distorted geometry, with properties calculated with ωB97M-V/def2-TZVPD.

Summary:
* ΔE to the lowest compared entry with this formula, charge and spin: 5.6 kcal/mol
* 2S+1: 1
* LUMO energy: 0.677 eV
* SMILES: C[C@H](O)CN.O
* charge: 0
* HOMO: -9.71 eV
* energy: -8874.24775 eV

Geometry as XYZ:
```
17
Properties=species:S:1:pos:R:3:nbo_charge:R:1
C -1.2751 -0.1155 0.7038 -0.64
C 0.1139 0.2714 0.3035 0.08
O 0.2137 0.3586 -1.1581 -0.76
C 1.1102 -0.7746 0.7726 -0.24
N 2.5447 -0.5645 0.5231 -0.82
H -1.9679 0.6966 0.5311 0.24
H -1.6630 -0.9640 0.1557 0.22
H -1.3360 -0.3524 1.7665 0.22
H 0.4189 1.2684 0.6168 0.17
H 0.8870 0.9908 -1.4190 0.48
H 1.0144 -0.8768 1.8656 0.19
H 0.8056 -1.7258 0.3436 0.19
H 2.9240 -0.0938 1.3427 0.35
H 2.6981 0.0837 -0.2471 0.34
O -2.3276 0.9458 -2.1307 -0.97
H -2.7463 0.0794 -2.1382 0.46
H -1.4145 0.7727 -1.8318 0.49
```

---

9.
Below is a 2-piece molecular cluster, C3H11NO2 overall at a distorted geometry, with properties calculated with ωB97M-V/def2-TZVPD.

Summary:
* ΔE to the lowest compared entry with this formula, charge and spin: 68.4 kcal/mol
* 2S+1: 2
* LUMO energy (alpha / beta): -4.038 / -9.797 eV
* charge: +1
* <S²>: 0.7587
* HOMO (alpha / beta): -13.18 / -13.07 eV
* energy: -8863.14494 eV

Geometry as XYZ:
```
17
Properties=species:S:1:pos:R:3:lowdin_spin:R:1
C -1.7615 -1.5834 -1.7492 0.01
O -2.9503 -0.8903 -2.3527 0.01
C -0.7510 -0.5481 -1.2565 0.02
H -1.3837 -2.0429 -2.6310 0.00
H -2.2329 -2.1584 -0.9017 0.00
H -3.5453 -0.5629 -1.6316 0.00
H -1.0112 -0.2505 -0.1304 0.01
H -0.8473 0.3682 -1.8127 0.00
H 0.3160 -0.8530 -1.3019 0.00
N 0.9993 0.4940 1.8684 0.67
C 1.9155 1.3702 1.1372 0.02
O 3.1162 1.5602 1.9669 0.23
H 0.3787 0.8587 2.5844 0.02
H 1.3220 -0.4181 2.0344 0.01
H 1.5148 2.3684 1.0458 0.00
H 2.2563 0.7169 0.3291 0.01
H 2.6645 1.5710 2.8014 0.00
```

---

10.
Below is a 2-piece molecular cluster, C3H11NO2S overall at a distorted geometry, with properties calculated with ωB97M-V/def2-TZVPD.

Summary:
* ΔE to the lowest compared entry with this formula, charge and spin: 15.4 kcal/mol
* 2S+1: 2
* LUMO energy (alpha / beta): -3.935 / -9.174 eV
* charge: +1
* <S²>: 0.7538
* HOMO (alpha / beta): -14.00 / -13.93 eV
* energy: -19700.12971 eV

Geometry as XYZ:
```
18
Properties=species:S:1:pos:R:3:lowdin_spin:R:1
C -0.6673 -0.9868 -1.9590 0.02
O 0.1738 -0.8209 -3.0711 0.02
C 0.0453 -0.7042 -0.6424 0.05
C -0.9372 -1.1465 0.4793 0.09
S -0.2355 -0.5462 2.0437 0.70
N 1.3467 -1.2662 -0.6000 0.07
H -1.0789 -1.9932 -1.9717 0.00
H -1.5071 -0.3143 -2.0951 0.00
H 1.0953 -0.8067 -2.7798 0.00
H 0.1744 0.3876 -0.5570 0.00
H -1.8736 -0.5795 0.4270 0.00
H -1.2041 -2.2005 0.5954 0.02
H -1.4152 -0.2484 2.6236 0.02
H 1.3981 -2.2733 -0.6407 0.00
H 1.9447 -0.9270 0.1470 0.00
H 1.1723 5.2061 1.0518 0.00
H 0.0160 5.5425 1.9905 0.00
O 0.2850 4.9130 1.2981 0.00
```